1.
# C41H86F21N7O17P

13 unconnected molecules or ions with the total composition C41H86F21N7O17P (ωB97M-V with the def2-TZVPD basis set, the OMol25 dataset).

```
173
C41H86F21N7O17P | the OMol25 dataset | ωB97M-V with the def2-TZVPD basis set
C -7.76867 -2.49368 -6.36775
C -6.63264 -2.53770 -7.35016
O -6.71229 -2.19619 -8.49850
N -5.25694 -2.97130 -6.81543
H -5.10109 -2.60440 -5.88742
H -5.41556 -3.92357 -6.51857
C -4.05615 -2.68616 -7.81963
H -8.64125 -2.08723 -6.87913
H -7.65555 -2.06682 -5.37121
H -7.86519 -3.57317 -6.25164
H -4.12176 -1.60525 -7.94382
H -4.29696 -3.11368 -8.79294
H -3.01757 -2.88476 -7.55502
C 2.84054 7.45589 -1.44320
C 3.67433 8.61669 -0.87213
O 4.40210 8.54967 0.16529
N 3.93126 9.69012 -2.02132
H 4.93421 9.67841 -2.13980
H 3.52906 9.31616 -2.86896
C 3.47432 11.09988 -1.57541
H 3.46966 6.68675 -1.89123
H 2.09195 7.77351 -2.16903
H 2.37250 7.05311 -0.54498
H 3.98514 11.67789 -2.34551
H 3.83216 11.38878 -0.58719
H 2.41801 11.28776 -1.76780
C 8.71539 -3.70317 -2.73334
C 7.89844 -2.46897 -2.36577
O 7.01014 -1.94947 -3.09678
N 8.28444 -1.83807 -1.01011
H 7.98213 -2.55590 -0.36712
H 9.28361 -1.69570 -0.97139
C 7.39147 -0.63067 -0.68309
H 8.78589 -4.35368 -1.86158
H 9.57426 -3.44332 -3.35214
H 8.26657 -4.39532 -3.44579
H 7.48965 -0.00803 -1.57236
H 7.90080 -0.32687 0.23145
H 6.34578 -0.90602 -0.54589
C 6.49115 -0.76264 8.17098
C 7.46562 0.31811 7.82779
O 7.21060 1.24744 7.15864
N 8.86838 0.06790 8.19988
H 9.22931 0.95803 8.51213
H 9.01099 -0.51717 9.01071
C 9.74937 -0.39341 6.91407
H 5.88661 -1.05381 7.31199
H 6.11805 -0.21670 9.03749
H 7.06308 -1.64787 8.44909
H 9.54322 -1.45334 6.76523
H 10.75645 -0.22664 7.29630
H 9.64317 0.19585 6.00325
C 1.50682 -11.69590 -5.97141
C 0.48323 -11.24299 -4.96363
O -0.32162 -11.97009 -4.33836
N 0.50417 -9.77392 -4.51325
H 0.68813 -9.11317 -5.25464
H -0.42485 -9.57327 -4.17152
C 1.62871 -9.46020 -3.44661
H 1.99375 -12.59759 -5.59998
H 2.31300 -10.99852 -6.19909
H 1.08333 -11.92037 -6.95038
H 2.01524 -10.38089 -3.00953
H 1.32458 -8.79939 -2.63486
H 2.48870 -9.22654 -4.07424
C -7.39916 -0.12461 1.88437
C -7.22600 1.35330 2.07655
O -8.06506 2.22273 2.30780
N -5.89372 1.86095 1.47473
H -5.59795 1.19158 0.77862
H -6.01147 2.73418 0.98107
C -4.83399 2.02737 2.54342
H -6.77346 -0.69339 2.57218
H -7.09692 -0.50480 0.90855
H -8.42052 -0.47738 2.02747
H -4.75712 1.07551 3.06893
H -5.08571 2.82658 3.24056
H -3.97785 2.45283 2.01987
C -5.17162 8.84049 -4.43813
C -4.80712 7.35720 -4.38292
O -4.33738 6.70642 -3.46425
N -5.21691 6.53016 -5.55698
H -5.82895 5.81008 -5.20062
H -5.76227 7.15051 -6.13822
C -3.96608 6.03462 -6.40895
H -4.39776 9.32579 -3.84340
H -6.10694 8.96795 -3.89313
H -5.10608 9.39354 -5.37512
H -4.32973 5.93759 -7.43191
H -3.57903 5.08453 -6.04068
H -3.12674 6.72428 -6.49821
C -6.25483 -2.39501 10.50916
O -5.05194 -3.10091 10.58410
O -6.65215 -2.48372 11.91034
C -6.25665 -1.05287 9.69418
F -5.38809 -0.15005 10.01514
F -6.19054 -1.15201 8.30630
F -7.38147 -0.34982 9.90578
C -4.56161 -3.84050 9.41452
C -3.18652 -4.32482 9.76065
H -2.83418 -5.04983 9.02695
H -2.47976 -3.51633 9.94755
H -3.11833 -4.82962 10.72430
H -4.47560 -3.24381 8.50641
H -5.18512 -4.69409 9.14863
H -6.97166 -3.00924 9.96420
C -0.86963 -1.28890 -0.62116
O -0.72960 -1.15925 0.81530
O -2.25307 -1.36796 -0.87964
C -0.10178 -0.20946 -1.40566
F -0.73318 0.98294 -1.35587
F 1.08201 0.07183 -1.00664
F -0.00495 -0.62031 -2.62749
C -0.24688 -2.37492 1.49455
C -0.28813 -2.03710 2.95988
H 0.27400 -1.11935 3.13264
H -1.30434 -1.69533 3.15639
H 0.06478 -2.76498 3.69046
H 0.72461 -2.77912 1.21008
H -0.96166 -3.19238 1.39991
H -0.43386 -2.23280 -0.94866
C -2.43770 8.87233 4.25788
O -1.47995 7.75956 4.47595
O -3.43219 8.72391 5.23620
C -1.81929 10.30536 3.83762
F -2.78878 11.05738 3.37846
F -1.29443 10.96545 4.82657
F -0.89533 10.05842 2.85712
C -0.31527 8.05218 5.26776
C 0.23209 6.78930 5.76714
H -0.03417 6.55772 6.79843
H 0.09822 5.90791 5.13999
H 1.30009 7.00600 5.79016
H -0.32370 8.89712 5.95631
H 0.30789 8.59327 4.55572
H -2.99536 8.65485 3.34693
C 3.19941 7.05067 -8.24853
O 4.10242 6.21808 -7.46730
O 2.50362 7.90052 -7.38350
C 3.95730 7.59998 -9.51469
F 5.16983 7.91686 -9.36944
F 3.93657 6.74250 -10.56484
F 3.34285 8.68928 -9.92902
C 4.42127 4.92555 -7.99181
C 5.37145 4.30931 -7.00213
H 6.03645 3.74697 -7.65761
H 6.07113 5.01970 -6.56178
H 5.00827 3.73358 -6.15082
H 4.99170 5.05494 -8.91157
H 3.50820 4.34009 -8.09974
H 2.49143 6.32590 -8.65052
C -4.76434 -8.24849 -0.83226
O -3.76116 -9.09756 -0.27360
O -4.62667 -8.14193 -2.28474
C -6.17477 -8.31623 -0.01174
F -7.10456 -7.64945 -0.70618
F -6.66235 -9.54376 0.01603
F -6.14709 -7.79007 1.25137
C -3.81670 -9.36406 1.13937
C -2.37822 -9.92748 1.69691
H -2.57109 -10.13983 2.74848
H -2.17295 -10.86134 1.17358
H -1.45916 -9.39749 1.44683
H -4.65219 -10.03622 1.33495
H -4.12318 -8.60440 1.85846
H -4.46085 -7.25388 -0.50556
P 6.47852 -6.55170 3.50302
F 7.78290 -6.24602 2.60936
F 6.35118 -4.92862 3.19630
F 5.46517 -6.67427 2.20919
F 5.22267 -6.54632 4.59607
F 6.93039 -8.08957 3.69371
F 7.39447 -6.21245 4.86336
```

Summary:
Energy   -155469.0823 eV
E_LUMO   -3.976 eV
Strongest force on any atom   0.13761 hartree/bohr
HOMO-LUMO gap   0.71 eV
Total charge   +1
HOMO energy   -0.172 Eh

***

2.
# C41H86N5O15

5 unconnected molecules or ions with the total composition C41H86N5O15 (ωB97M-V with the def2-TZVPD basis set, the OMol25 dataset).

```
147
C41H86N5O15 | the OMol25 dataset | ωB97M-V with the def2-TZVPD basis set
C -4.38746 -1.19567 -0.18145
C -3.97158 -0.73398 -1.54221
O -3.40747 -1.43068 -2.32961
O -4.31582 0.56278 -1.83468
C -3.23855 1.39544 -2.31919
C -3.25872 2.76849 -1.67899
C -2.65451 2.79901 -0.28768
N -3.29973 1.94712 0.76712
C -2.33000 1.56524 1.82575
C -1.18786 0.70416 1.27862
C -1.20521 -0.70036 1.83882
N 0.04172 -1.37477 1.70382
O -2.18302 -1.17586 2.34136
C -4.44128 2.44319 1.24540
N -4.62499 2.67401 2.56382
N -5.49874 2.70252 0.36675
C -6.70469 1.88164 0.70227
C -7.29011 1.31913 -0.58312
C -8.47358 0.36818 -0.31738
C -8.33392 -0.96108 -1.06916
N -7.89525 -2.07231 -0.23720
C -7.26375 -3.17644 -0.76193
C -6.95198 -4.04080 0.26653
C -7.41992 -3.44531 1.46254
C -8.00358 -2.23999 1.12385
H -5.42505 -1.53573 -0.21263
H -4.33326 -0.38713 0.54267
H -3.74414 -2.00630 0.14166
H -3.38348 1.51674 -3.39272
H -2.27699 0.90036 -2.18146
H -2.60233 3.40106 -2.28237
H -4.24891 3.20722 -1.74207
H -1.62733 2.46369 -0.40132
H -2.58954 3.81777 0.10171
H -1.94314 2.47100 2.29634
H -2.85309 0.95785 2.55901
H -1.25299 0.61602 0.19079
H -0.22447 1.16763 1.47761
H 0.14622 -1.95155 2.53369
H 0.00380 -1.97726 0.88586
H -5.16198 3.48925 2.81208
H -4.39416 2.04002 3.31119
H -5.72992 3.69179 0.34645
H -7.43680 2.46757 1.25971
H -6.38707 1.05256 1.33564
H -7.53626 2.13447 -1.26203
H -6.48631 0.75972 -1.05815
H -8.55843 0.21321 0.75419
H -9.38911 0.83595 -0.67295
H -9.26410 -1.20619 -1.58135
H -7.57552 -0.85196 -1.84426
H -7.09922 -3.25674 -1.82406
H -6.43884 -4.98071 0.15835
H -7.35002 -3.85662 2.45469
H -8.47930 -1.51103 1.75478
C 1.52443 -3.84909 -0.69378
O 1.21808 -3.15015 -1.88047
C 0.04962 -2.36394 -1.78360
C 0.14046 -1.13080 -2.65055
O 0.99146 -0.11473 -2.13828
C 2.39655 -0.32282 -2.21425
C 2.97230 -0.21814 -3.60752
O 2.68829 -1.37955 -4.36158
C 2.61390 -1.13584 -5.74892
H 0.77494 -4.62051 -0.48225
H 2.49169 -4.32743 -0.82848
H 1.59224 -3.16284 0.16072
H -0.11770 -2.05684 -0.74022
H -0.81176 -2.95820 -2.11626
H -0.85472 -0.68137 -2.66506
H 0.39645 -1.39151 -3.67854
H 2.68483 -1.26597 -1.74709
H 2.82951 0.48775 -1.62202
H 4.06186 -0.10337 -3.52551
H 2.56429 0.67096 -4.10427
H 1.88191 -0.35112 -5.97439
H 2.29396 -2.05987 -6.22546
H 3.58760 -0.84437 -6.15811
C 0.62637 3.27693 -3.12718
O 0.83833 4.63799 -2.83328
C 2.00004 4.86237 -2.05089
C 2.63394 6.19700 -2.36907
O 3.32943 6.23352 -3.59946
C 2.57424 6.27792 -4.79980
C 1.89606 7.60099 -5.06635
O 0.74037 7.76036 -4.25909
C 0.44970 9.11211 -3.98249
H 0.38085 2.71391 -2.21657
H -0.20957 3.21709 -3.82422
H 1.50250 2.82281 -3.59780
H 2.73444 4.06665 -2.22233
H 1.71671 4.85399 -0.98792
H 3.39863 6.37535 -1.60927
H 1.90082 7.00345 -2.29523
H 1.85634 5.45659 -4.85293
H 3.30936 6.12749 -5.59280
H 1.59616 7.63253 -6.12240
H 2.60733 8.41369 -4.88043
H 1.30741 9.61632 -3.52310
H -0.38291 9.13136 -3.28155
H 0.16108 9.65491 -4.88961
C 0.57198 3.21120 7.05321
O 1.66367 3.22130 6.16353
C 2.87778 2.80921 6.77555
C 3.78958 2.11287 5.79327
O 3.39036 0.79437 5.45412
C 2.29318 0.63430 4.57855
C 2.58114 0.98173 3.13541
O 2.60206 2.38753 2.93841
C 3.44954 2.78261 1.88204
H 0.68050 3.97242 7.83378
H -0.32396 3.43000 6.47316
H 0.45383 2.22971 7.52719
H 2.67037 2.13390 7.61310
H 3.39607 3.69618 7.16228
H 4.75632 1.99371 6.28623
H 3.94682 2.72508 4.90310
H 1.41082 1.17091 4.93881
H 2.06798 -0.43526 4.61011
H 1.78401 0.55534 2.51085
H 3.53712 0.53404 2.84213
H 4.46719 2.40524 2.02834
H 3.47895 3.87056 1.87537
H 3.07568 2.43006 0.91233
C 7.55602 -6.08440 3.04120
O 6.58296 -6.99423 2.58184
C 5.26390 -6.63730 2.94766
C 4.26208 -7.09111 1.91104
O 4.25000 -6.31861 0.72087
C 5.33296 -6.47198 -0.18565
C 5.35313 -7.78779 -0.92815
O 5.81825 -8.83672 -0.10001
C 5.29801 -10.09649 -0.45839
H 7.63558 -6.09941 4.13427
H 8.51041 -6.38533 2.61409
H 7.32942 -5.06302 2.71281
H 5.18182 -5.55107 3.07622
H 5.01808 -7.12127 3.90318
H 3.26781 -6.95209 2.34289
H 4.38010 -8.15471 1.69558
H 6.29137 -6.28639 0.30261
H 5.18298 -5.68551 -0.92929
H 6.02857 -7.69020 -1.78928
H 4.34464 -8.00869 -1.29840
H 4.20169 -10.08340 -0.47156
H 5.63020 -10.81186 0.29109
H 5.66292 -10.41731 -1.44087
```

Summary:
Energy   -82060.9423 eV
E_LUMO   -3.825 eV
Strongest force on any atom   0.02877 hartree/bohr
HOMO-LUMO gap   6.48 eV
Total charge   +1
HOMO energy   -0.379 Eh

***

Among the records above, which one has the highest HOMO energy?
C41H86F21N7O17P